Entry from the OMol25 dataset: C7H10N4S in the gas phase (wB97M-V/def2-TZVPD).

Strongest force on any atom in eV/Å: 6.38
Orbital gap in eV: 9.03
LUMO level in eV: 0.44
Structure (SMILES): Cc1nnc(NC2=NCCC2)s1
Highest occupied orbital energy in eV: -8.589
Relative energy (zero: lowest compared OMol25 entry of this formula, charge and spin) in kJ/mol: 234.4

```
22
C7H10N4S (wB97M-V/def2-TZVPD)
C -4.55695 -0.71310 -0.11234
C -3.25150 -0.06074 0.12757
N -3.30941 1.23227 0.23886
N -2.08807 1.89498 0.23314
C -1.10898 0.99623 0.03881
N 0.19451 1.39126 0.00413
C 1.37486 0.67334 -0.29192
N 2.47121 1.29284 -0.33530
C 3.60881 0.37217 -0.20347
C 3.13724 -0.87918 0.47974
C 1.67645 -0.73106 0.04026
S -1.58931 -0.64386 -0.22294
H -5.43221 -0.00937 -0.52381
H -4.50896 -1.17460 -1.24716
H -5.00865 -1.40131 0.80305
H 0.32863 2.51440 -0.11944
H 4.06466 -0.14210 -1.14479
H 4.42326 0.96891 0.25102
H 3.39990 -1.02032 1.54606
H 3.53569 -1.83687 0.34823
H 1.67356 -1.73416 -0.75281
H 0.96526 -0.98971 0.84314
```

Entry from the OMol25 dataset: a molecular structure, C6H9CuO4 (wB97M-V/def2-TZVPD).

⟨S²⟩: 0.755
Strongest force on any atom in eV/Å: 5.41
2S+1: 2
Orbital gap (alpha / beta) in eV: 5.15 / 3.49
LUMO level (alpha / beta) in eV: -6.24 / -7.90
Charge: +1
Highest occupied orbital energy (alpha / beta) in eV: -11.392 / -11.386
Relative energy (zero: lowest compared OMol25 entry of this formula, charge and spin) in kJ/mol: 462.1

```
20
C6H9CuO4 (wB97M-V/def2-TZVPD)
O 3.65065 -0.38019 1.82029
C 2.47484 -0.19240 2.25844
O 2.08026 -0.84558 3.27298
O 1.70575 0.65789 1.63500
C 0.26537 0.59065 1.72558
Cu 3.66597 -1.57540 3.27028
H 0.17164 -0.30905 2.35528
H 0.12262 1.29718 0.89100
C -1.00768 1.50204 2.75384
C -2.11270 0.77276 2.16390
H -0.88386 2.52128 2.36646
H -0.80372 1.23854 3.79892
H -2.86276 0.41522 2.87803
C -1.76102 -0.13241 1.14644
C -2.15208 -1.58304 1.23649
O -1.13642 -2.38550 0.65681
H -1.53506 0.24301 0.14245
H -3.11087 -1.72785 0.70948
H -2.29722 -1.86754 2.29356
H -1.30698 -3.30810 0.86081
```

no.,total energy (Eh)
1,-889.79405
2,-2174.91923